#A
Computed, not measured: an isolated molecule of C2H3NO, with wB97M-V/def2-TZVPD.

Each line ends with the natural charge from an NBO analysis.
Atoms and positions in Å:
N -0.93636 0.93469 1.60576  -0.262
C -0.61614 0.90569 0.49488  0.223
C 0.09211 0.15985 -0.55249  -0.150
O 0.52879 -0.86309 0.43526  -0.757
H -0.58400 -0.05588 -1.41118  0.220
H 0.93411 0.74871 -0.97511  0.218
H 0.58150 -1.82997 0.40287  0.508

Calculated values
* LUMO: 0.7 eV
* Kohn-Sham gap: 11.600 eV
* SMILES: N#CCO
* highest occupied orbital energy: -10.94 eV



#B
Computed, not measured: an isolated molecule of C2H3NO, with wB97M-V/def2-TZVPD.

Each line ends with the natural charge from an NBO analysis.
Atoms and positions in Å:
O 2.43409 -0.13531 -0.10476  -0.628
C 0.69275 -0.04029 -0.08787  0.641
C -0.66483 -0.49924 -0.14470  -0.350
N -0.16794 0.92024 -0.15819  -0.565
H -1.05325 -1.01080 -1.07641  0.253
H -0.84595 -0.75785 0.93684  0.227
H -0.39487 1.52324 0.63511  0.423

Calculated values
* LUMO: -0.3 eV
* Kohn-Sham gap: 9.156 eV
* SMILES: O=C1CN1
* highest occupied orbital energy: -9.47 eV



#C
Computed, not measured: an isolated molecule of C2H3NO, with wB97M-V/def2-TZVPD.

Each line ends with the natural charge from an NBO analysis.
Atoms and positions in Å:
N -2.09247 -0.61507 0.11001  -0.294
C -1.13564 0.11334 -0.11283  0.215
C 0.33686 0.47840 0.03482  -0.165
O 1.02115 -0.85153 0.11185  -0.686
H 0.38585 0.92240 1.02105  0.229
H 0.57368 1.37430 -0.57958  0.221
H 0.91058 -1.42184 -0.58532  0.480

Calculated values
* LUMO: 0.6 eV
* Kohn-Sham gap: 12.012 eV
* SMILES: N#CCO
* highest occupied orbital energy: -11.43 eV



#D
Computed, not measured: a structure of composition C2H3NO, with wB97M-V/def2-TZVPD.

Each line ends with the natural charge from an NBO analysis.
Atoms and positions in Å:
C 0.35258 0.04569 -0.46839  0.596
C -0.52262 -0.54903 0.49673  -0.156
N 1.09526 0.55739 -1.24951  -0.589
O -0.21940 0.69834 1.09425  -0.639
H -1.70308 -0.74202 0.15968  0.175
H -0.39310 -1.47823 1.04703  0.208
H 1.39036 1.46786 -1.07978  0.405

Calculated values
* LUMO: 0.9 eV
* Kohn-Sham gap: 10.681 eV
* highest occupied orbital energy: -9.76 eV



Which is most stable, and by how much? #C, by 0.212 eV.



#A
Computed, not measured: a structure of composition C2H3NO, with wB97M-V/def2-TZVPD.

Each line ends with the natural charge from an NBO analysis.
Atoms and positions in Å:
C -0.88869 -0.35406 -0.07955  -0.201
C -0.24605 0.85061 -0.03545  0.105
N 0.89124 -0.89931 -0.05192  -0.327
O 1.02895 0.54864 0.09849  -0.360
H -1.67876 -0.84988 -0.69511  0.233
H -0.38549 1.95477 -0.02908  0.215
H 1.27880 -1.25077 0.79262  0.335

Calculated values
* LUMO: 1.1 eV
* Kohn-Sham gap: 10.446 eV
* highest occupied orbital energy: -9.39 eV



#B
Computed, not measured: an isolated molecule of C2H3NO, with wB97M-V/def2-TZVPD.

Each line ends with the natural charge from an NBO analysis.
Atoms and positions in Å:
H -1.86982 -0.13593 -0.09093  0.301
N -1.12067 0.55268 0.01481  -0.461
C 0.34700 -0.36803 0.03900  -0.020
C 1.49918 0.50576 -0.00539  0.277
O 2.62514 0.08334 -0.02933  -0.479
H 0.06366 -1.43115 -0.03203  0.222
H 1.43481 1.63285 -0.16867  0.160

Calculated values
* LUMO (spin up / spin down): -1.0 / -1.6 eV
* Kohn-Sham gap (spin up / spin down): 9.481 / 8.793 eV
* SMILES: [H]/N=C/C=O
* highest occupied orbital energy (spin up / spin down): -10.48 / -10.39 eV



Which is most stable, and by how much? #B, by 0.612 eV.



#A
Computed, not measured: an isolated molecule of C3H2O2, with wB97M-V/def2-TZVPD.

Each line ends with the natural charge from an NBO analysis.
Atoms and positions in Å:
C 1.12546 -0.17770 -0.27991  0.334
C 0.60541 -1.34939 0.02473  -0.265
C -0.32537 -0.22723 0.38566  0.343
O 1.27808 1.00748 0.06529  -0.522
O -1.24250 0.34085 -0.39660  -0.623
H -0.56581 -0.12626 1.49719  0.228
H -0.87528 0.53227 -1.29636  0.506

Calculated values
* LUMO: -0.6 eV
* Kohn-Sham gap: 8.846 eV
* highest occupied orbital energy: -9.44 eV



#B
Computed, not measured: an isolated molecule of C3H2O2, with wB97M-V/def2-TZVPD.

Each line ends with the natural charge from an NBO analysis.
Atoms and positions in Å:
O -2.54444 0.73380 -0.01689  -0.422
C -1.55958 0.15255 0.19947  0.592
C -0.39238 -0.23917 -0.21516  -0.063
C 0.99943 0.04341 0.00874  -0.049
O 0.51620 -1.24112 0.08332  -0.425
H 1.68689 0.13952 -0.93975  0.187
H 1.29388 0.41101 0.88026  0.180

Calculated values
* LUMO: 0.0 eV
* Kohn-Sham gap: 8.966 eV
* SMILES: O=C=C1CO1
* highest occupied orbital energy: -8.93 eV



Which is most stable, and by how much? #B, by 1.645 eV.



#A
Computed, not measured: the ion C9H11N2O with charge +1, with wB97M-V/def2-TZVPD.

Each line ends with the natural charge from an NBO analysis.
Atoms and positions in Å:
C -1.13491 -2.68876 -0.10614  -0.303
C -0.76832 -1.35363 -0.06434  0.082
C -1.73639 -0.23092 -0.20759  0.217
O -2.87094 -0.20045 0.63375  -0.672
N -0.85994 0.99666 -0.05113  -0.367
C -1.28680 2.34323 -0.27756  -0.418
C 0.40963 0.56777 -0.08361  0.472
C 1.56465 1.30412 0.16123  -0.272
C 2.76871 0.69126 0.28355  -0.084
C 2.85538 -0.71162 0.09456  -0.247
C 1.75465 -1.44021 -0.09933  0.065
N 0.50737 -0.79065 -0.14108  -0.322
H -0.47689 -3.46566 -0.12294  0.211
H -2.24558 -2.95800 -0.12609  0.253
H -2.29477 -0.11455 -1.12060  0.214
H -2.63778 0.15113 1.46512  0.478
H -1.22949 2.88948 0.55696  0.217
H -0.78809 2.72880 -1.05135  0.212
H -2.28124 2.48108 -0.46388  0.247
H 1.24351 2.38258 0.25174  0.255
H 3.74394 1.12073 0.47357  0.258
H 3.86959 -1.25927 0.18195  0.265
H 1.89372 -2.44313 -0.18679  0.239

Calculated values
* LUMO: -4.6 eV
* Kohn-Sham gap: 8.295 eV
* SMILES: C=C1[C@@H](O)[N+](C)=C2C=CC=CN12
* charge: +1
* highest occupied orbital energy: -12.91 eV



#B
Computed, not measured: the ion C9H11N2O with charge +1, with wB97M-V/def2-TZVPD.

Each line ends with the natural charge from an NBO analysis.
Atoms and positions in Å:
C -0.54756 -1.67828 1.25929  -0.635
C -0.79483 -1.10836 -0.17056  -0.071
N -1.92783 -0.27196 -0.30284  -0.225
C -2.95536 0.25982 -0.19986  0.747
N -4.02574 0.95087 -0.26340  -0.794
C 0.40394 -0.19088 -0.50745  -0.386
C 1.74577 -0.86374 -0.62548  -0.148
C 2.92814 -0.20682 -0.42802  -0.230
C 2.94299 1.26822 -0.18888  -0.126
C 1.78856 1.88033 0.09637  -0.311
C 0.49711 1.18180 0.22009  0.570
O -0.42935 1.63198 0.84655  -0.567
H -0.19728 -0.88671 2.00371  0.255
H 0.30837 -2.48640 1.07733  0.244
H -1.44209 -2.30641 1.71133  0.248
H -0.99645 -1.90671 -0.86892  0.258
H -3.94143 1.96476 -0.21181  0.466
H -4.81493 0.51178 -0.83192  0.467
H 0.38791 0.21131 -1.57254  0.283
H 1.64142 -1.98264 -0.60930  0.224
H 3.91956 -0.73008 -0.56859  0.248
H 3.87058 1.80807 -0.02410  0.242
H 1.63851 2.95007 0.15899  0.243

Calculated values
* LUMO: -3.4 eV
* Kohn-Sham gap: 8.748 eV
* SMILES: C[C@@H](N=C=[NH2+])[C@@H]1C=CC=CC1=O
* charge: +1
* highest occupied orbital energy: -12.14 eV



Which is most stable, and by how much? #A, by 0.953 eV.



#A
Computed, not measured: a cluster of 2 separate species, C7H11N2O2 in total, with wB97M-V/def2-TZVPD.

Each line ends with the natural charge from an NBO analysis.
Atoms and positions in Å:
C -1.90325 -2.06187 -1.99579  -0.627
C -0.38356 0.03854 -1.48498  -0.052
C -1.47606 -0.71594 -1.90657  0.041
C -1.98890 1.50347 -1.93322  0.152
N -0.62902 1.44379 -1.57002  -0.559
N -2.45567 0.28048 -2.27312  -0.500
H 0.69383 -0.13525 -1.22064  0.241
H 0.03023 2.11243 -1.14302  0.451
H -2.08548 -2.32787 -2.96442  0.212
H -2.85681 -2.19838 -1.41259  0.220
H -2.68502 2.40795 -2.04459  0.196
H -1.07852 -2.72306 -1.71506  0.216
C 1.78575 -0.77977 2.74831  -0.537
C 0.38130 -1.07334 2.94988  -0.611
C 1.99314 0.37094 1.66116  0.774
O 1.10163 0.97691 1.14627  -0.777
O 3.20929 0.60979 1.63350  -0.811
H 2.34960 -0.36659 3.56241  0.207
H 2.35586 -1.73472 2.43765  0.184
H 0.18680 -1.63388 3.87017  0.172
H 0.02894 -1.68754 2.09390  0.193
H -0.28453 -0.16871 2.96734  0.214

Calculated values
* LUMO: 3.6 eV
* Kohn-Sham gap: 7.438 eV
* charge: -1
* highest occupied orbital energy: -3.85 eV



#B
Computed, not measured: a cluster of 2 separate species, C7H11N2O2 in total, with wB97M-V/def2-TZVPD.

Each line ends with the natural charge from an NBO analysis.
Atoms and positions in Å:
C -2.64067 -0.39122 -0.12334  -0.525
C -2.72371 -0.57067 1.37942  -0.620
C -1.66227 0.74765 -0.56382  0.771
O -0.72248 1.03299 0.21009  -0.810
O -1.87757 1.19932 -1.71040  -0.793
H -2.37279 -1.31641 -0.63449  0.196
H -3.58935 -0.03553 -0.52497  0.198
H -3.22145 0.25619 1.88889  0.191
H -1.70587 -0.52020 1.76309  0.229
H -3.10635 -1.53764 1.71286  0.177
C 1.93577 -1.64543 -0.96836  -0.630
C 1.64911 0.85149 -0.90746  -0.048
C 2.07831 -0.30335 -0.34943  0.058
C 2.60219 1.25230 1.00810  0.163
N 1.96322 1.87354 -0.03250  -0.560
N 2.72733 -0.03149 0.84727  -0.475
H 0.97093 1.07156 -1.71513  0.238
H 1.19934 2.50755 0.17181  0.436
H 2.61312 -2.38980 -0.53324  0.207
H 2.18597 -1.63530 -2.03049  0.207
H 2.73317 1.72081 1.97325  0.174
H 0.96406 -2.13639 -0.86114  0.215

Calculated values
* LUMO: 4.0 eV
* Kohn-Sham gap: 8.305 eV
* charge: -1
* highest occupied orbital energy: -4.35 eV



Which is most stable, and by how much? #B, by 1.095 eV.



#A
Computed, not measured: an isolated molecule of C4H3N3, with wB97M-V/def2-TZVPD.

Each line ends with the natural charge from an NBO analysis.
Atoms and positions in Å:
N 3.08227 -0.58209 0.37808  -0.256
C 1.93014 -0.48763 0.27962  0.215
C 0.53314 -0.27710 0.12859  0.187
N -0.53726 -1.09240 0.30478  -0.489
C -1.76420 -0.52174 -0.00439  -0.136
C -1.34998 0.75197 -0.39022  -0.165
N 0.01461 0.87936 -0.30750  -0.437
H -0.52580 -1.96689 0.80523  0.429
H -1.95438 1.60616 -0.65497  0.218
H 0.57144 1.69036 -0.53921  0.434

Calculated values
* LUMO: 0.0 eV
* Kohn-Sham gap: 8.639 eV
* highest occupied orbital energy: -8.65 eV



#B
Computed, not measured: an isolated molecule of C4H3N3, with wB97M-V/def2-TZVPD.

Each line ends with the natural charge from an NBO analysis.
Atoms and positions in Å:
C -2.40863 0.17223 0.55861  -0.166
C -1.23332 -0.05485 0.68959  -0.055
C 0.11265 -0.19732 0.26148  0.003
C 0.48082 -0.64473 -0.98556  -0.076
N 1.75612 -0.25983 -1.22925  -0.233
N 2.20457 0.38899 -0.19873  -0.046
N 1.22647 0.43110 0.71264  -0.315
H -3.38687 0.46394 0.27765  0.241
H -0.14550 -1.18121 -1.68771  0.223
H 1.39369 0.88166 1.60129  0.423

Calculated values
* LUMO: 0.7 eV
* Kohn-Sham gap: 10.097 eV
* SMILES: C#Cc1cnn[nH]1
* highest occupied orbital energy: -9.43 eV



#C
Computed, not measured: an isolated molecule of C4H3N3, with wB97M-V/def2-TZVPD.

Each line ends with the natural charge from an NBO analysis.
Atoms and positions in Å:
N 3.13653 -0.06909 -0.10611  -0.321
C 1.94338 0.29512 0.07560  0.285
C 0.54195 0.25469 0.02384  -0.333
C -0.29086 1.26556 -0.08748  -0.010
N -1.49223 0.72795 0.01310  -0.282
N -1.33340 -0.68537 -0.10218  -0.313
C -0.10873 -0.97453 0.01176  0.057
H -0.50502 2.43578 0.05604  0.273
H -2.08560 -1.28261 -0.06366  0.412
H 0.19397 -1.96750 0.17909  0.232

Calculated values
* LUMO: 0.6 eV
* Kohn-Sham gap: 9.944 eV
* SMILES: N#Cc1cn[nH]c1
* highest occupied orbital energy: -9.35 eV



Which is most stable, and by how much? #A, by 0.554 eV.



#A
Computed, not measured: an isolated molecule of C4H3N3, with wB97M-V/def2-TZVPD.

Each line ends with the natural charge from an NBO analysis.
Atoms and positions in Å:
C 2.43882 0.05920 -0.06748  -0.164
C 1.32214 -0.18032 0.31197  -0.056
C -0.08656 -0.07163 0.30374  0.003
C -0.77400 1.03903 -0.11904  -0.076
N -2.06326 0.69320 -0.33852  -0.232
N -2.21480 -0.56564 -0.06632  -0.047
N -1.02989 -1.03943 0.33154  -0.314
H 3.32828 0.29838 -0.59627  0.241
H -0.36963 2.02370 -0.30676  0.223
H -0.94443 -2.01793 0.55724  0.422

Calculated values
* LUMO: 0.7 eV
* Kohn-Sham gap: 10.099 eV
* SMILES: C#Cc1cnn[nH]1
* highest occupied orbital energy: -9.43 eV



#B
Computed, not measured: an isolated molecule of C4H3N3, with wB97M-V/def2-TZVPD.

Each line ends with the natural charge from an NBO analysis.
Atoms and positions in Å:
C -0.62458 -2.11584 -1.30820  -0.137
C -0.35465 -1.11738 -0.69434  -0.073
C 0.03626 0.06417 -0.01555  0.024
C 1.02801 0.36382 0.85807  -0.098
N 1.02471 1.72699 1.05736  -0.179
N 0.04077 2.25278 0.43862  -0.018
N -0.65013 1.27569 -0.25936  -0.411
H -0.83371 -3.00834 -1.85666  0.244
H 1.69354 -0.29797 1.38609  0.230
H -1.36022 0.85608 0.39397  0.419

Calculated values
* LUMO: 0.0 eV
* Kohn-Sham gap: 9.891 eV
* SMILES: C#Cc1cnn[nH]1
* highest occupied orbital energy: -9.88 eV



Which is most stable, and by how much? #A, by 1.176 eV.



#A
Computed, not measured: the ion C7H16NO2 with charge +1, with wB97M-V/def2-TZVPD.

Each line ends with the natural charge from an NBO analysis.
Atoms and positions in Å:
C 1.25689 -2.56371 -2.20276  -0.251
O 0.67389 -1.43037 -1.49488  -0.574
C 0.09136 -1.75033 -0.24349  0.146
C -1.40845 -2.29617 -0.36516  -0.648
C 0.17250 -0.38780 0.70488  0.010
O 1.51434 -0.07959 0.61805  -0.717
C -0.78025 0.88290 0.78398  0.258
N -0.38618 2.14917 0.79106  -0.234
C 1.01197 2.54489 0.78298  -0.430
C -1.32830 3.23947 1.01897  -0.414
H 0.49133 -3.39524 -2.34368  0.180
H 1.90685 -3.06820 -1.42043  0.180
H 1.66420 -2.29590 -3.13561  0.222
H 0.79255 -2.44448 0.23870  0.195
H -1.90184 -2.38308 0.53513  0.224
H -1.91437 -1.56343 -0.96701  0.212
H -1.28291 -3.11494 -1.09074  0.238
H 0.09930 -0.72601 1.77253  0.230
H 1.85310 -0.21734 -0.25267  0.499
H -1.86155 0.71738 0.80309  0.231
H 1.21928 3.54199 0.98663  0.239
H 1.29740 1.79155 1.36427  0.250
H 1.58693 2.31480 -0.20907  0.244
H -1.29723 3.65345 2.14450  0.250
H -1.11448 3.97519 0.34132  0.229
H -2.35634 2.90581 0.83939  0.230

Calculated values
* LUMO: -4.5 eV
* Kohn-Sham gap: 9.030 eV
* SMILES: CO[C@H](C)[C@@H](O)C=[N+](C)C
* charge: +1
* highest occupied orbital energy: -13.48 eV



#B
Computed, not measured: the ion C7H16NO2 with charge +1, with wB97M-V/def2-TZVPD.

Each line ends with the natural charge from an NBO analysis.
Atoms and positions in Å:
C -0.95966 1.15175 1.54623  -0.337
C -0.52963 0.31148 0.64226  0.105
C 1.01705 0.05229 0.35477  0.356
O 1.25444 -1.19566 -0.25847  -0.553
C 1.32660 -2.17737 0.80729  -0.235
O 1.34740 1.23272 -0.45904  -0.547
C 2.74597 1.58129 -0.58909  -0.249
N -1.38966 -0.25174 -0.40147  -0.387
C -2.58426 -0.90606 0.10629  -0.398
C -1.66140 0.78690 -1.41496  -0.406
H -1.90173 1.57217 1.63142  0.221
H -0.25238 1.57745 2.26704  0.247
H 1.59963 -0.07929 1.37823  0.179
H 2.10741 -1.98225 1.45748  0.194
H 1.32156 -3.08728 0.34670  0.214
H 0.32948 -2.06052 1.39945  0.152
H 3.16151 1.22878 -1.51896  0.193
H 3.38625 1.37808 0.17040  0.186
H 2.68903 2.64319 -0.66150  0.202
H -0.90138 -1.02392 -0.81301  0.449
H -3.16817 0.01091 0.62834  0.221
H -3.11802 -1.26343 -0.69764  0.229
H -2.38131 -1.63282 0.90253  0.249
H -2.66266 1.29197 -1.18097  0.232
H -0.94394 1.48404 -1.46035  0.247
H -1.77866 0.30067 -2.41787  0.238

Calculated values
* LUMO: -2.7 eV
* Kohn-Sham gap: 11.298 eV
* SMILES: C=C(C(OC)OC)[NH+](C)C
* charge: +1
* highest occupied orbital energy: -14.00 eV



Which is most stable, and by how much? #B, by 0.176 eV.